[1]
Formula: C58H126N6O8
Source: the Open Molecules 2025 dataset
Level of theory: wB97M-V/def2-TZVPD

Positions of all 198 atoms, in Å:
C -5.7641 0.1492 -1.7670
C -4.9364 -1.1432 -1.5348
C -5.7665 -2.3649 -1.8220
C -5.7961 -2.8527 -3.2828
C -4.3650 -2.9504 -3.7663
C -3.6185 -1.6281 -3.5798
N -3.6265 -1.2675 -2.1281
O -2.8736 -0.2044 -1.8866
C -2.1334 -2.0692 -3.8937
C -4.0773 -0.5511 -4.4936
C -4.6821 -1.2995 0.0324
H -5.1110 1.0218 -1.7566
H -6.5790 0.1991 -1.0448
H -6.2764 0.1811 -2.7286
H -5.2516 -3.1470 -1.2641
H -6.7856 -2.3508 -1.4354
H -6.2949 -2.1247 -3.9227
H -6.2367 -3.8427 -3.4004
H -4.1262 -3.5182 -4.6655
H -3.8832 -3.5934 -3.0297
H -2.0318 -2.7938 -4.7016
H -1.4307 -1.2766 -4.1510
H -1.7302 -2.6087 -3.0366
H -4.6262 -0.9092 -5.3646
H -4.7078 0.2089 -4.0322
H -3.1924 -0.0221 -4.8475
H -4.3270 -0.3882 0.5135
H -3.7935 -1.9108 0.1900
H -5.5943 -1.5383 0.5792
H -2.5506 -0.4818 -1.0262
C 3.2531 4.3414 -6.3383
C 2.2451 4.9870 -5.3952
C 1.3232 4.0067 -4.7030
C 1.7630 3.2188 -3.4306
C 2.6328 4.1420 -2.5259
C 3.6342 5.1102 -3.2615
N 2.9458 5.7026 -4.3612
O 3.4717 6.9247 -4.8883
C 3.9292 6.2545 -2.2528
C 4.7937 4.1797 -3.5531
C 1.3491 5.9733 -6.2879
H 2.8151 4.0363 -7.2887
H 3.7383 3.3950 -6.0993
H 3.9478 5.1123 -6.6718
H 0.4114 4.3864 -4.2421
H 0.9012 3.2518 -5.3664
H 2.4263 2.4758 -3.8735
H 0.9402 2.7109 -2.9275
H 3.1615 3.4624 -1.8575
H 1.8932 4.7116 -1.9631
H 4.4989 7.1176 -2.5971
H 2.9507 6.5769 -1.8970
H 4.3075 6.0523 -1.2508
H 4.4442 3.1695 -3.7662
H 5.4925 4.4888 -4.3304
H 5.4000 4.1134 -2.6496
H 1.9167 6.5832 -6.9906
H 0.7298 6.6150 -5.6610
H 0.5479 5.4949 -6.8513
H 2.7268 7.5278 -4.8332
C 5.4712 0.8583 -1.5199
C 6.6483 -0.0841 -1.3358
C 7.8356 0.7895 -1.9760
C 9.1855 0.1996 -1.4692
C 9.2236 0.2130 0.0681
C 8.0876 -0.5293 0.7437
N 6.8124 -0.0989 0.1251
O 5.7216 -0.7010 0.7982
C 8.2730 -2.1199 0.6627
C 8.2035 -0.1185 2.2307
C 6.3988 -1.4064 -2.0774
H 5.5366 1.3213 -2.5045
H 5.4035 1.8004 -0.9758
H 4.4699 0.4380 -1.4254
H 7.8984 0.7660 -3.0640
H 7.9122 1.8688 -1.8441
H 9.9793 0.7952 -1.9200
H 9.2756 -0.8144 -1.8589
H 9.3724 1.2285 0.4351
H 10.1447 -0.3431 0.2427
H 7.5046 -2.7136 1.1580
H 8.1910 -2.3574 -0.3979
H 9.2574 -2.4144 1.0265
H 8.1096 0.9586 2.3688
H 7.4529 -0.5151 2.9143
H 9.1525 -0.3781 2.6998
H 7.2969 -2.0188 -2.1581
H 6.2852 -1.0456 -3.0997
H 5.4421 -1.8526 -1.8058
H 5.0640 -0.0246 0.6201
C -2.1603 -4.6382 -0.0273
C -2.3666 -4.6057 1.5356
C -3.8864 -4.6046 1.8695
C -4.6709 -5.9324 1.7946
C -3.8560 -6.8488 2.7417
C -2.3392 -7.0586 2.3542
N -1.7452 -5.7359 2.2951
O -0.4356 -5.8610 1.9887
C -1.7892 -7.9027 3.5710
C -2.3366 -7.9139 1.0524
C -1.8156 -3.3288 2.1019
H -1.1980 -5.0922 -0.2639
H -1.9658 -3.6296 -0.3918
H -2.9505 -5.1817 -0.5453
H -4.0308 -4.1241 2.8372
H -4.5752 -3.9891 1.2909
H -4.6952 -6.2794 0.7616
H -5.6455 -5.6811 2.2130
H -4.3729 -7.8023 2.6332
H -4.0472 -6.7365 3.8089
H -2.1297 -8.9366 3.5148
H -0.7012 -7.8377 3.5539
H -2.0530 -7.3848 4.4931
H -1.4413 -7.7989 0.4415
H -2.4948 -8.9736 1.2529
H -3.0185 -7.5909 0.2658
H -2.1059 -3.1721 3.1408
H -2.3157 -2.5368 1.5446
H -0.7300 -3.2498 2.0442
H -0.0219 -5.5048 2.7784
C -0.1551 -0.4532 3.9214
C -1.4418 -0.2250 4.7230
C -2.5639 0.0817 3.6747
C -3.9877 -0.2524 4.2283
C -4.0001 -1.5949 4.9602
C -3.0233 -1.7407 6.1479
N -1.7261 -1.4720 5.5496
O -0.6697 -1.9600 6.3431
C -3.5006 -0.8578 7.3692
C -3.2191 -3.1834 6.7758
C -1.3177 1.1051 5.5290
H -0.0015 0.4899 3.3969
H -0.3198 -1.2232 3.1677
H 0.6880 -0.8671 4.4746
H -2.6973 1.1322 3.4163
H -2.3207 -0.2237 2.6570
H -4.7468 -0.4148 3.4631
H -4.3873 0.6338 4.7214
H -3.6685 -2.2843 4.1839
H -4.9928 -1.9596 5.2241
H -3.7864 0.1545 7.0835
H -4.3904 -1.1246 7.9395
H -2.6679 -0.7496 8.0641
H -4.2023 -3.5521 6.4834
H -2.5046 -3.9020 6.3744
H -2.8381 -3.2499 7.7948
H -1.7112 0.9391 6.5319
H -1.9628 1.9010 5.1570
H -0.3261 1.5531 5.4658
H -0.0692 -2.3051 5.6784
C -1.0757 6.3827 -1.2988
C -2.4911 5.7263 -1.5329
C -2.1704 4.3495 -2.2129
C -1.6479 3.2606 -1.2682
C -2.6806 3.0423 -0.1777
C -2.9798 4.3313 0.6401
N -3.2612 5.5621 -0.2703
O -3.4810 6.6983 0.3941
C -4.2471 3.8945 1.3774
C -1.8915 4.6553 1.6788
C -3.4167 6.5960 -2.4239
H -1.1428 7.1895 -0.5689
H -0.3487 6.6876 -2.0515
H -0.4551 5.7518 -0.6624
H -3.0013 3.8560 -2.7170
H -1.3064 4.4899 -2.8625
H -0.6851 3.4779 -0.8058
H -1.4336 2.3376 -1.8071
H -2.2437 2.2655 0.4499
H -3.6294 2.6967 -0.5880
H -5.0708 3.8252 0.6670
H -4.1439 2.9780 1.9582
H -4.6279 4.7135 1.9876
H -0.9035 4.8615 1.2672
H -2.1830 5.6131 2.1097
H -1.8243 4.0153 2.5586
H -4.4569 6.2755 -2.4812
H -3.0132 6.7900 -3.4177
H -3.5247 7.5749 -1.9569
H -4.4185 6.8562 0.2613
C 4.5666 -3.9783 2.8786
C 4.7575 -4.2002 1.3646
O 4.1759 -3.1240 0.5858
H 5.5241 -3.4814 3.0352
H 4.6689 -4.8353 3.5443
H 3.8598 -3.2493 3.2749
H 4.1933 -5.0843 1.0676
H 5.8032 -4.4128 1.1420
H 4.7922 -2.3904 0.6465
C 1.0540 0.4687 -0.6326
C 1.0237 -0.7959 0.1807
O -0.2403 -1.2600 0.3076
H 0.2654 1.1836 -0.3981
H 0.8118 0.2363 -1.6696
H 2.0456 0.9201 -0.6677
H 1.4032 -0.4796 1.1523
H 1.7528 -1.5362 -0.1488
H -0.3280 -1.9448 -0.3596

Atomic forces in eV per Å
C 0.35 -0.21 -0.55
C -1.27 0.59 2.28
C 0.06 -1.89 -1.00
C 0.46 0.50 -0.53
C 0.30 -0.38 1.97
C 2.11 -1.69 0.04
N -2.76 -3.98 -2.55
O 1.87 2.73 0.99
C 0.12 0.23 0.17
C 0.00 1.47 -0.86
C 0.55 1.59 -0.51
H -0.14 0.12 0.39
H 0.29 0.20 0.32
H 0.10 -0.29 -0.16
H -0.11 -0.46 0.05
H 0.06 0.58 0.19
H -0.52 -0.09 -0.03
H -0.47 0.20 0.22
H -0.54 0.79 -0.58
H 0.19 -0.31 0.31
H -0.52 0.11 -0.28
H -0.21 0.33 0.22
H -0.06 0.13 0.27
H 0.11 -0.20 -0.02
H 0.05 -0.19 0.09
H -0.14 0.21 -0.23
H -0.23 0.77 -0.24
H -0.61 -0.98 -0.05
H 0.17 -0.58 -0.09
H 0.96 0.83 0.26
C -0.17 -0.50 -1.75
C -0.42 -0.19 -0.78
C -2.17 -1.54 1.61
C 2.91 0.82 -1.93
C -1.56 -0.34 -0.24
C -0.30 -0.65 1.57
N -1.75 1.96 -0.27
O 0.82 -0.83 0.24
C -0.64 0.33 0.67
C 1.38 0.01 -0.06
C -0.02 -0.32 0.95
H -0.70 0.18 -0.15
H 0.28 0.35 0.95
H 0.41 -0.13 0.43
H -0.19 1.53 -0.81
H 0.32 0.08 -0.57
H 0.13 -0.70 0.56
H 0.00 0.29 0.00
H 0.27 0.39 0.31
H 0.22 0.35 0.31
H -0.14 -0.26 -0.43
H -0.32 0.63 -0.66
H 0.80 -1.15 -0.29
H 0.07 0.05 -0.25
H -0.23 0.18 -0.19
H 0.02 -0.12 0.16
H 0.18 -0.11 0.21
H 0.38 0.35 0.43
H 0.45 -0.80 -0.15
H -0.08 0.11 0.18
C -1.45 0.90 -1.36
C 0.13 2.36 0.17
C 1.69 -1.80 0.52
C -1.42 0.71 -0.25
C 1.17 -0.75 -1.71
C -0.34 -1.41 1.08
N 2.34 0.53 0.83
O -0.11 -0.26 -0.50
C -0.01 1.36 -0.86
C -0.79 0.44 0.53
C 0.45 1.52 -0.88
H -0.30 -0.57 -0.56
H 0.80 -0.28 0.99
H -0.09 -0.48 -0.15
H -0.73 -0.70 -0.22
H -0.96 0.05 1.02
H 0.27 -0.10 0.27
H 0.16 -0.13 0.11
H -0.33 -0.02 0.09
H 0.12 0.09 0.78
H -0.07 0.39 0.28
H 0.29 -0.33 0.09
H -0.05 0.03 0.04
H 0.02 0.20 -0.36
H -0.27 -0.43 -0.37
H 0.23 -0.24 -0.51
H -0.43 -0.43 0.52
H -0.32 -0.19 -0.30
H 0.45 -0.47 0.31
H -0.53 0.02 0.44
C 1.04 -0.21 1.07
C -1.31 -1.12 -0.59
C -1.24 0.31 -0.44
C 2.57 1.00 1.98
C -1.19 -1.75 -1.29
C -2.78 -0.94 0.66
N -2.54 0.23 0.64
O 2.48 0.27 -0.48
C 0.77 1.53 -1.12
C 0.77 0.63 -0.66
C 0.06 0.60 -0.02
H -0.02 -0.54 0.15
H -0.90 0.17 -0.20
H 0.01 0.33 -0.08
H 0.17 -0.53 0.58
H 1.07 0.89 -0.92
H -0.26 -0.20 0.20
H -0.20 -0.53 -0.32
H 0.46 -0.74 -0.18
H 0.39 1.13 0.05
H 0.00 0.21 0.19
H 0.13 -0.53 -0.16
H -0.38 -0.29 0.08
H 0.74 -0.24 0.65
H -0.03 0.14 0.03
H -0.83 0.10 0.52
H -0.01 -0.37 0.26
H 0.47 0.35 -0.01
H -0.05 0.10 -0.35
H 0.61 -0.12 -0.13
C -0.57 -0.99 -0.28
C 0.29 0.94 -1.97
C -1.76 -0.22 -0.17
C 0.00 -0.51 -0.44
C 0.40 0.20 -0.47
C -2.69 -1.21 0.96
N 0.59 1.11 2.64
O -2.20 0.71 -1.44
C 1.07 1.90 -0.40
C 2.31 -0.13 -1.33
C -0.54 -0.19 1.20
H 0.66 -0.17 0.14
H -0.28 0.10 -0.30
H 0.29 0.96 0.29
H 0.89 0.39 0.76
H -0.11 -1.38 0.20
H 0.39 0.22 -0.64
H 0.18 -0.24 0.76
H 0.02 -0.36 0.07
H 0.01 0.39 0.34
H 0.37 0.20 -0.46
H 0.18 -1.23 -0.47
H -0.04 -0.15 0.17
H -0.01 0.18 0.83
H -0.03 -0.08 -0.91
H -1.14 0.43 0.38
H 0.75 0.24 0.32
H -0.19 -0.42 -0.36
H 0.17 -0.58 0.53
H 0.93 -0.09 -0.22
C -0.02 0.17 1.95
C 0.58 -0.11 -0.63
C 0.72 -0.40 0.83
C -0.49 0.28 0.40
C 0.96 0.71 -0.59
C 0.32 -0.34 -0.03
N 0.75 -5.35 -1.34
O -0.15 1.94 1.41
C -1.00 1.89 -0.16
C -0.21 1.20 -0.01
C 0.52 0.69 0.35
H -0.49 0.66 -0.40
H -0.84 -0.01 -0.80
H -0.12 -0.87 -0.18
H -0.21 0.57 -0.33
H -0.54 0.46 -0.72
H 0.11 0.53 0.07
H -0.38 -0.10 -0.27
H -0.47 -0.03 0.63
H 0.10 -0.20 -0.18
H 0.11 -0.61 -0.28
H 0.14 0.09 -0.07
H 0.29 -0.04 0.70
H 0.03 -0.45 -0.15
H -0.06 0.21 0.07
H -0.04 -0.58 -0.31
H 0.21 -0.75 -0.14
H 0.04 -0.27 -0.04
H 0.33 0.20 0.05
H -0.17 0.34 0.17
C 2.40 0.89 0.09
C -2.54 -0.45 -0.10
O 0.65 -0.99 0.54
H 0.14 0.46 0.91
H -0.46 -0.35 -0.40
H -0.56 -0.34 -0.66
H 0.03 -0.05 -0.23
H 0.04 0.35 -0.12
H 0.28 0.55 -0.09
C 0.03 -0.03 -1.68
C 2.59 2.09 0.67
O -2.21 -1.45 0.10
H 0.22 0.08 0.71
H 0.11 -0.18 -0.32
H -0.05 0.22 0.25
H -0.11 -0.31 0.58
H -0.10 -0.15 -0.32
H -0.48 -0.18 -0.02

Properties
lowest unoccupied orbital energy (spin up / spin down)	-2.55 / -6.56	eV
M	1035.68	u
total charge	+1
2S+1	2


[2]
Formula: C21H18N6O5PbS3
Source: the Open Molecules 2025 dataset
Level of theory: wB97M-V/def2-TZVPD

Positions of all 54 atoms, in Å:
Pb -2.1265 0.1377 -1.7835
O -1.2962 -3.1944 2.8239
C -1.6568 -2.0024 3.3206
C -1.6091 -1.8484 4.7083
C -1.9739 -0.6564 5.2966
C -2.3998 0.4157 4.5151
C -2.4463 0.2661 3.1449
C -2.0800 -0.9271 2.5199
C -2.1494 -1.0152 1.0464
O -2.5854 0.0121 0.3914
N -1.7531 -2.1358 0.4962
N -1.8770 -2.1332 -0.8796
C -1.2980 -3.0913 -1.4939
S -1.4731 -3.2408 -3.2271
C 0.0166 -4.2545 -3.4051
C 0.0362 -5.2186 -2.2322
S -0.2876 -4.2795 -0.7115
H -1.3954 -3.1416 1.8446
H -1.2807 -2.6931 5.2990
H -1.9320 -0.5594 6.3742
H -2.6936 1.3487 4.9776
H -2.7846 1.0766 2.5150
H 0.8815 -3.5950 -3.4073
H -0.0559 -4.7819 -4.3551
H 1.0149 -5.6844 -2.1232
H -0.7197 -5.9952 -2.3414
N -1.0921 4.4099 2.1123
C -0.8335 3.9994 0.8315
C -1.4627 2.8581 0.3004
N -1.2194 2.4652 -0.9309
C -0.3709 3.1870 -1.6787
C 0.2228 4.3118 -1.1475
N 0.0034 4.7225 0.1009
H -1.4214 3.7185 2.7647
H -0.4417 5.0825 2.4840
H -2.1261 2.2433 0.8935
H -0.1610 2.8363 -2.6804
H 0.9124 4.9002 -1.7404
O 0.4229 0.5242 0.6406
C 0.8957 0.4036 -0.4688
N 0.2106 -0.0535 -1.5731
S 1.1179 -0.0678 -2.9270
O 1.3881 -1.4038 -3.3867
O 0.5435 0.8436 -3.8894
C 2.5640 0.6000 -2.1699
C 3.7898 0.8930 -2.7349
C 4.7714 1.3879 -1.8862
C 4.5219 1.5685 -0.5265
C 3.2837 1.2612 0.0201
C 2.3051 0.7731 -0.8272
H 3.9762 0.7439 -3.7897
H 5.7461 1.6349 -2.2859
H 5.3085 1.9534 0.1092
H 3.0694 1.3940 1.0721

Atomic forces in eV per Å
Pb 0.04 0.05 0.03
O -0.01 -0.01 0.12
C -0.01 -0.04 0.01
C 0.00 0.01 0.01
C 0.01 -0.02 0.00
C 0.01 0.02 0.00
C -0.01 0.02 -0.02
C -0.04 0.01 0.01
C 0.11 0.08 0.03
O -0.04 0.00 -0.04
N -0.08 -0.07 -0.04
N -0.01 0.06 -0.01
C 0.00 -0.02 0.01
S 0.01 -0.01 0.00
C -0.01 0.00 0.01
C -0.01 -0.01 0.00
S 0.00 0.01 -0.01
H 0.06 0.00 -0.09
H 0.00 0.00 0.00
H 0.00 0.00 0.00
H -0.01 0.00 0.00
H -0.04 -0.01 0.02
H -0.01 -0.01 -0.01
H 0.00 0.00 0.00
H 0.00 0.00 0.00
H 0.00 0.00 0.00
N -0.03 0.01 0.02
C 0.04 0.00 0.00
C 0.03 -0.03 -0.04
N -0.18 0.10 0.02
C -0.02 0.01 0.01
C 0.02 -0.04 -0.04
N 0.00 0.01 0.04
H 0.02 -0.02 0.00
H 0.00 0.00 0.00
H 0.01 0.00 -0.01
H 0.00 0.01 -0.02
H 0.00 0.01 0.00
O 0.04 0.00 0.02
C 0.03 -0.14 0.01
N 0.09 -0.08 0.00
S -0.03 0.09 0.02
O 0.03 0.01 0.00
O -0.02 -0.03 -0.01
C 0.03 -0.01 -0.02
C -0.01 -0.01 0.01
C 0.00 0.00 0.00
C 0.00 0.00 0.00
C -0.01 0.01 -0.01
C -0.01 0.04 0.01
H 0.00 0.00 0.00
H 0.00 0.00 0.00
H 0.00 0.00 0.00
H 0.00 0.00 0.00

Properties
lowest unoccupied orbital energy	0.11	eV
M	737.81	u


[3]
Formula: C17H25ClN6O4S3
Source: the Open Molecules 2025 dataset
Level of theory: wB97M-V/def2-TZVPD

Positions of all 56 atoms, in Å:
N 0.2590 -1.2310 4.6413
C -0.1369 -1.5155 3.2364
C -0.1455 -0.2761 2.2671
C -0.6169 -0.5638 0.7707
N -0.7061 0.5184 -0.2627
C 0.4019 1.2451 -0.2813
S 1.6862 2.2929 0.0625
C -1.0264 -2.0580 0.3475
C -1.5395 -2.2458 -1.1425
C -3.1264 -2.3407 -1.2927
C -3.9409 -1.2119 -0.5115
C -4.1849 -1.5143 1.0434
S -5.9546 -1.6700 1.5419
O -6.4496 -3.0722 1.2667
O -5.9768 -1.5039 3.0510
Cl -7.1710 -0.1816 0.7592
C -0.9838 -3.2759 1.3252
N -1.3418 -4.6342 1.0681
S -1.0866 -5.4897 2.5352
N -0.5338 -4.2140 3.5241
C -0.5151 -2.9857 2.8071
H -0.2179 -1.9823 5.1809
H -0.2800 -0.3822 4.9042
H 0.1323 0.7706 2.6362
H -1.1012 -1.4615 -1.8389
H -1.1172 -3.2534 -1.5081
H -3.5284 -3.3906 -1.0498
H -3.3563 -2.1933 -2.4119
H -4.9601 -1.1053 -1.0385
H -3.4115 -0.2135 -0.6743
H -3.5913 -2.4584 1.3013
H -3.6876 -0.6609 1.6275
C 2.8451 -2.3991 0.9514
N 2.5285 -2.0088 -0.3798
C 3.3213 -2.0725 -1.4855
C 4.7138 -2.6188 -1.3227
O 2.8929 -1.6916 -2.5665
H 2.1246 -3.1640 1.2502
H 2.7270 -1.5241 1.5940
H 3.8565 -2.7889 1.0454
H 1.6075 -1.6315 -0.5560
H 5.2205 -2.6062 -2.2874
H 5.2825 -1.9989 -0.6267
H 4.6745 -3.6504 -0.9676
C 0.6801 6.6819 -2.6742
N 1.6791 5.9568 -1.9188
C 3.0161 6.2074 -1.8359
C 3.5623 7.3751 -2.6117
O 3.7301 5.4924 -1.1466
H -0.0760 7.0505 -1.9780
H 0.2097 5.9889 -3.3749
H 1.1040 7.5194 -3.2239
H 1.3859 5.1593 -1.3728
H 4.6370 7.4462 -2.4461
H 3.3870 7.2326 -3.6798
H 3.0990 8.3032 -2.2712

Atomic forces in eV per Å
N -2.47 -1.00 -1.77
C 0.02 2.24 -1.69
C -1.19 -4.88 -0.58
C -0.34 -4.34 1.93
N 5.74 1.55 1.25
C -1.74 -0.13 2.03
S -3.68 -3.08 -1.52
C 0.49 2.73 0.58
C 0.41 -1.15 0.43
C -0.39 0.16 -0.61
C -0.60 -0.14 -0.81
C 2.01 1.37 -1.43
S -0.59 -5.12 6.00
O 1.14 4.10 -1.22
O 0.34 0.99 -4.13
Cl 0.88 -0.64 -0.14
C 0.27 0.90 0.98
N 1.39 3.08 2.42
S 0.72 4.61 -0.84
N -0.42 2.05 -2.12
C -0.70 -1.68 -1.94
H 0.82 0.51 -0.17
H 0.80 -0.53 -0.18
H -0.45 -1.84 -0.58
H -0.67 -0.80 1.13
H -0.57 1.47 0.52
H 0.71 1.57 -0.06
H 0.38 -0.22 1.63
H 1.47 -0.17 0.79
H -0.70 -1.30 0.48
H -1.66 0.97 0.04
H -1.27 -1.23 -0.47
C -0.42 0.04 0.57
N 0.32 0.16 -1.12
C -0.55 0.29 -0.37
C 0.17 -0.04 -0.10
O 0.15 -0.09 0.13
H 0.19 -0.09 0.38
H 0.13 -0.20 0.33
H -0.11 0.04 -0.08
H 0.06 -0.09 0.01
H -0.19 0.06 0.07
H 0.02 -0.17 0.08
H 0.11 0.08 0.13
C -0.20 -0.43 0.28
N 0.47 0.23 -0.06
C 0.05 -0.50 0.37
C 0.17 0.10 -0.04
O -0.08 0.15 -0.11
H -0.10 0.17 -0.22
H -0.12 0.24 -0.13
H 0.04 -0.12 0.10
H 0.00 0.08 -0.08
H -0.15 -0.13 0.06
H -0.08 0.17 0.03
H -0.03 0.01 -0.18

Properties
lowest unoccupied orbital energy	-1.86	eV
M	509.08	u
SMILES	Nc1cc(N=C=S)c(CCCCS(=O)(=O)Cl)c2nsnc12.CNC(C)=O.CNC(C)=O